{
  "formula": "C19H23N6O2S3Ti",
  "method": "ωB97M-V/def2-TZVPD",
  "relative_energy_ev": 1.9357,
  "total_energy_ev": -88729.2424,
  "total_charge": 1,
  "orbital_gap_ev": 7.5,
  "lumo_energy_ev": -3.81,
  "homo_energy_ev": -11.3,
  "species": ["Ti", "C", "C", "O", "C", "C", "C", "N", "N", "C", "O", "C", "C", "C", "C", "C", "C", "H", "H", "H", "H", "H", "H", "H", "H", "H", "H", "H", "H", "S", "C", "N", "C", "C", "S", "H", "H", "H", "H", "H", "S", "C", "N", "C", "N", "C", "C", "N", "H", "H", "H", "H", "H", "H"],
  "coordinates": [[-0.163, -0.465, 0.148], [-3.158, 0.884, -2.464], [-1.877, 0.249, -2.051], [-1.735, 0.070, -0.747], [-0.842, -0.061, -2.883], [0.306, -0.716, -2.337], [1.711, -0.262, -2.644], [0.275, -1.745, -1.508], [-0.917, -2.377, -1.296], [-1.159, -2.670, -0.044], [-0.442, -2.137, 0.946], [-2.322, -3.492, 0.306], [-2.838, -4.391, -0.626], [-3.933, -5.166, -0.291], [-4.518, -5.036, 0.963], [-4.005, -4.138, 1.887], [-2.900, -3.368, 1.565], [-3.180, 1.913, -2.102], [-3.986, 0.351, -1.997], [-3.281, 0.876, -3.544], [-0.833, 0.299, -3.902], [1.685, 0.661, -3.223], [2.199, -1.040, -3.237], [3.473, 0.106, -1.596], [-2.375, -4.478, -1.599], [-4.330, -5.875, -1.004], [-5.376, -5.642, 1.222], [-4.463, -4.041, 2.862], [-2.485, -2.674, 2.285], [0.136, 2.462, -1.047], [0.929, 3.529, -0.046], [0.592, 4.801, 0.134], [1.524, 5.660, 0.854], [2.336, 4.725, 1.743], [2.380, 3.148, 0.843], [-0.188, 5.173, -0.386], [0.973, 6.388, 1.446], [2.165, 6.191, 0.145], [1.856, 4.560, 2.706], [3.348, 5.092, 1.893], [-0.387, 2.768, 3.510], [-0.291, 1.560, 2.501], [-0.230, 0.651, 1.737], [4.367, 0.056, 0.525], [2.954, -0.193, 0.788], [2.623, -0.507, 2.174], [2.052, -0.221, -0.176], [2.492, -0.062, -1.426], [4.819, -0.773, -0.026], [4.886, 0.155, 1.474], [4.502, 0.986, -0.032], [3.330, -1.249, 2.544], [1.625, -0.926, 2.242], [2.678, 0.390, 2.793]]
}


{
  "formula": "C19H23NO2",
  "method": "ωB97M-V/def2-TZVPD",
  "relative_energy_ev": 0.6792,
  "total_energy_ev": -25662.0677,
  "orbital_gap_ev": 9.4,
  "lumo_energy_ev": 0.77,
  "homo_energy_ev": -8.6,
  "smiles": "CCCCOc1ccc(C(=O)NCCc2ccccc2)cc1",
  "species": ["C", "C", "C", "C", "O", "C", "C", "C", "C", "C", "O", "N", "C", "C", "C", "C", "C", "C", "C", "C", "C", "C", "H", "H", "H", "H", "H", "H", "H", "H", "H", "H", "H", "H", "H", "H", "H", "H", "H", "H", "H", "H", "H", "H", "H"],
  "coordinates": [[-6.790, -2.797, -0.675], [-6.691, -1.464, 0.057], [-5.558, -0.604, -0.495], [-5.466, 0.738, 0.233], [-4.438, 1.565, -0.274], [-3.146, 1.329, 0.067], [-2.700, 0.354, 0.955], [-1.351, 0.236, 1.227], [-0.412, 1.062, 0.618], [1.020, 0.863, 0.974], [1.366, 0.369, 2.031], [1.912, 1.280, 0.038], [3.332, 1.089, 0.196], [3.852, -0.102, -0.625], [5.324, -0.285, -0.393], [5.774, -0.982, 0.721], [7.129, -1.124, 0.962], [8.052, -0.566, 0.093], [7.612, 0.133, -1.018], [6.256, 0.274, -1.257], [-0.863, 2.047, -0.259], [-2.207, 2.178, -0.528], [-7.600, -3.397, -0.268], [-6.979, -2.637, -1.734], [-5.863, -3.358, -0.574], [-7.635, -0.924, -0.041], [-6.523, -1.646, 1.121], [-5.721, -0.412, -1.558], [-4.610, -1.138, -0.399], [-6.383, 1.311, 0.068], [-5.348, 0.588, 1.313], [-3.390, -0.313, 1.448], [-1.000, -0.509, 1.924], [1.579, 1.545, -0.874], [3.508, 0.906, 1.259], [3.857, 2.002, -0.102], [3.308, -0.997, -0.317], [3.655, 0.076, -1.685], [5.056, -1.417, 1.400], [7.466, -1.671, 1.830], [9.109, -0.678, 0.280], [8.327, 0.570, -1.700], [5.919, 0.820, -2.127], [-0.171, 2.741, -0.714], [-2.569, 2.944, -1.197]]
}